No. 1
DFT (wB97M-V/def2-TZVPD) results for the molecule C5H6O.

CARTESIAN COORDINATES (ANGSTROEM)
C (-1.6654, -0.8823, 1.8410)
C (-1.1406, -0.5744, 0.6890)
C (-0.5673, -0.0527, -0.3585)
C (0.9206, -0.0966, -0.5534)
C (1.4463, 1.1060, -1.2945)
O (0.7598, 2.0221, -1.6778)
H (-1.7801, -0.0439, 2.5197)
H (-2.0072, -1.8675, 2.1437)
H (-1.1666, 0.4625, -1.1050)
H (1.4469, -0.1774, 0.4082)
H (1.2144, -0.9905, -1.1231)
H (2.5392, 1.0946, -1.4894)

## Properties
SMILES: C=C=CCC=O
2S+1: 1
E, Eh: -269.28011
HOMO, eV: -9.57
Orbital gap, eV: 10.507



No. 2
DFT (wB97M-V/def2-TZVPD) results for the molecule C5H6O in a non-equilibrium geometry.

CARTESIAN COORDINATES (ANGSTROEM)
C (2.8611, -1.1303, -0.6747)
C (1.7712, -0.5981, -0.2931)
C (0.4983, -0.5134, 0.4505)
O (-0.4307, 0.2701, -0.2295)
C (-1.6974, 0.3622, 0.3390)
C (-2.3536, 1.5331, 0.1913)
H (3.7159, -1.4599, -1.3327)
H (0.8686, -0.2430, 1.5493)
H (0.1091, -1.5931, 0.5826)
H (-2.1398, -0.7984, 0.7892)
H (-3.5211, 1.4387, 0.4145)
H (-2.0655, 2.5737, -0.2451)

## Properties
SMILES: C#CCOC=C
2S+1: 1
E, Eh: -269.17113
HOMO, eV: -9.38
Orbital gap, eV: 10.236



No. 3
DFT (wB97M-V/def2-TZVPD) results for the molecule C5H6O.

CARTESIAN COORDINATES (ANGSTROEM)
C (-2.3272, -1.0428, -0.8736)
C (-1.1519, -0.7902, -0.8005)
C (0.2542, -0.4397, -0.5855)
C (0.4986, -0.0551, 0.8858)
C (1.0852, 1.3244, 1.0648)
O (1.4928, 2.0230, 0.1686)
H (-3.3703, -1.2600, -0.9379)
H (0.5345, 0.4089, -1.2209)
H (0.8970, -1.2753, -0.8829)
H (-0.4364, -0.0931, 1.4574)
H (1.1741, -0.7610, 1.3874)
H (1.1206, 1.6763, 2.1176)

## Properties
SMILES: C#CCCC=O
2S+1: 1
E, Eh: -269.27694
HOMO, eV: -9.91
Orbital gap, eV: 10.847



- Among the records above, which one has the lowest orbital gap?
  number 2